# 1
This record from OMol25 describes C5H8O as an isolated structure. The level of theory is the ωB97M-V functional and the def2-TZVPD basis.

## Properties
- Charge: 0
- Kohn-Sham gap: 0.324 Ha
- Spin multiplicity: 1

Structure (XYZ):
```
14
Properties=species:S:1:pos:R:3:forces:R:3
C -2.083 0.695 -0.054 -0.1 -0.1 0.1
C -2.612 -0.411 0.458 0.1 0.1 -0.1
C 1.556 0.619 -0.983 0.1 -0.3 0.3
C 1.463 -0.853 -0.718 -0.1 0.0 -0.3
O 1.922 -0.787 0.642 0.0 -0.1 0.1
C 2.057 0.624 0.429 0.0 0.3 -0.1
H -2.124 0.913 -1.119 0.0 -0.1 0.1
H -1.601 1.441 0.575 -0.1 -0.1 -0.1
H -2.580 -0.621 1.524 0.0 0.1 -0.2
H -3.111 -1.149 -0.166 0.1 0.1 0.1
H 0.428 -1.218 -0.809 0.1 0.0 0.0
H 2.108 -1.464 -1.369 -0.1 0.1 0.1
H 1.471 1.240 1.128 0.1 -0.1 -0.1
H 3.104 0.970 0.462 -0.1 0.0 0.0
```
Forces are in eV/Å.

=====

# 2
This record from OMol25 describes one molecule with the formula C5H8O. The level of theory is the ωB97M-V functional and the def2-TZVPD basis.

## Properties
- Charge: 0
- Kohn-Sham gap: 0.393 Ha
- SMILES string: O=CC1CCC1
- Spin multiplicity: 1

Structure (XYZ):
```
14
Properties=species:S:1:pos:R:3:forces:R:3
O 1.735 0.940 -1.332 -0.1 -0.4 0.5
C 1.783 0.441 -0.230 -0.1 0.0 -0.2
C 0.578 -0.008 0.576 0.1 0.1 0.2
C -0.292 -1.212 0.080 0.0 -0.1 0.0
C -1.283 -0.212 -0.556 -0.1 0.0 -0.1
C -0.626 0.913 0.273 -0.1 0.3 0.0
H 2.757 0.368 0.301 0.0 -0.1 -0.2
H 0.882 -0.092 1.623 0.0 0.0 -0.1
H 0.153 -1.999 -0.540 0.0 0.3 0.1
H -0.736 -1.685 0.963 0.1 0.0 -0.2
H -1.100 -0.068 -1.624 0.0 0.0 0.1
H -2.353 -0.392 -0.401 0.3 0.0 0.0
H -0.308 1.788 -0.292 -0.3 0.1 0.0
H -1.192 1.219 1.158 0.1 -0.1 -0.1
```
Forces are in eV/Å.

=====

# 3
This record from OMol25 describes one molecule with the formula C5H8O. The level of theory is the ωB97M-V functional and the def2-TZVPD basis.

## Properties
- Charge: 0
- Kohn-Sham gap (alpha / beta): 0.285 / 0.285 Ha
- Spin multiplicity: 1

Structure (XYZ):
```
14
Properties=species:S:1:pos:R:3:forces:R:3
C -0.106 -2.393 -0.231 0.0 0.0 0.1
C -0.410 -1.137 -0.971 0.0 0.0 0.0
C -0.715 0.079 -0.412 -0.1 0.0 0.2
C -1.215 0.929 0.460 0.3 -0.1 -0.2
C -0.452 2.134 0.867 -0.3 0.1 0.1
O 0.868 2.301 0.345 0.3 -0.2 0.1
H -0.833 -3.136 -0.570 0.1 -0.1 0.1
H 0.894 -2.791 -0.440 -0.2 0.1 0.0
H -0.215 -2.236 0.841 0.0 -0.1 0.0
H 0.210 0.362 -1.067 -0.1 0.5 -0.1
H -0.323 -1.170 -2.053 0.0 -0.1 0.0
H -0.441 2.204 1.966 -0.1 -0.1 -0.2
H -1.000 3.018 0.526 0.0 -0.1 0.0
H 1.433 1.641 0.764 0.0 0.1 0.0
```
Forces are in eV/Å.

=====

# 4
This record from OMol25 describes C5H8O as an isolated structure at a distorted geometry. The level of theory is the ωB97M-V functional and the def2-TZVPD basis.

## Properties
- Charge: 0
- Kohn-Sham gap: 0.343 Ha
- Spin multiplicity: 1

Structure (XYZ):
```
14
Properties=species:S:1:pos:R:3:forces:R:3
C 0.280 0.890 1.298 0.0 0.0 0.1
C -0.771 0.124 0.538 -0.1 0.1 0.1
C -0.715 -0.117 -0.983 0.0 0.2 -0.3
C 0.702 -0.440 -1.352 1.4 2.6 1.1
O 0.825 -1.434 -0.363 0.4 0.1 -0.1
C -0.553 -1.242 0.010 -0.1 -0.2 -0.1
H 1.166 1.051 0.671 -0.1 0.0 0.2
H 0.601 0.356 2.197 -0.1 0.1 -0.1
H -0.105 1.870 1.591 0.0 -0.1 0.0
H -1.800 0.288 0.856 0.1 -0.1 -0.1
H -1.548 0.123 -1.634 0.2 0.0 0.0
H 1.545 0.730 -1.073 -1.6 -0.9 1.3
H 1.526 -0.067 -1.953 -0.5 -2.0 -2.1
H -1.152 -2.131 0.196 0.2 0.2 -0.1
```
Forces are in eV/Å.

=====

# 5
This record from OMol25 describes one molecule with the formula C5H8O. The level of theory is the ωB97M-V functional and the def2-TZVPD basis.

## Properties
- Charge: 0
- Kohn-Sham gap: 0.381 Ha
- SMILES string: CC#CCCO
- Spin multiplicity: 1

Structure (XYZ):
```
14
Properties=species:S:1:pos:R:3:forces:R:3
C -0.634 -0.687 2.150 0.0 0.1 0.2
C -1.012 0.203 1.068 -0.1 0.6 0.0
C -1.053 0.642 -0.058 -0.1 -0.6 0.5
C -0.463 -0.040 -1.245 0.0 -0.3 -0.2
C 0.968 0.464 -1.537 -0.1 -0.2 -0.4
O 1.678 0.906 -0.400 -0.2 0.0 0.1
H 0.438 -0.883 2.016 -0.2 0.0 0.2
H -0.808 -0.271 3.136 0.0 -0.1 0.2
H -1.180 -1.630 2.042 0.0 0.1 0.2
H -0.460 -1.062 -0.846 0.5 -0.1 -0.7
H -1.084 -0.082 -2.140 0.1 0.4 -0.1
H 1.538 -0.383 -1.924 0.0 0.2 -0.2
H 0.948 1.256 -2.299 -0.1 -0.1 0.1
H 1.124 1.567 0.038 0.1 -0.1 0.0
```
Forces are in eV/Å.

=====

# 6
This record from OMol25 describes C5H8O as an isolated structure. The level of theory is the ωB97M-V functional and the def2-TZVPD basis.

## Properties
- Charge: 0
- Kohn-Sham gap: 0.348 Ha
- Spin multiplicity: 1

Structure (XYZ):
```
14
Properties=species:S:1:pos:R:3:forces:R:3
C -2.132 0.114 0.133 -0.2 0.0 0.0
O -1.687 -0.977 -0.709 -0.2 0.4 -0.6
C -0.683 -0.703 -1.512 -0.3 -0.5 0.0
C 0.109 0.412 -1.447 0.1 -0.8 0.5
C 1.059 -0.086 -0.627 0.2 0.4 0.1
C 2.175 0.579 0.091 0.1 0.1 0.0
H -2.204 1.019 -0.473 0.0 -0.1 0.1
H -3.107 -0.197 0.506 0.1 0.0 0.0
H -1.442 0.289 0.962 0.0 -0.1 -0.2
H 0.994 -1.138 -0.322 0.3 -0.1 0.2
H -0.394 -1.583 -2.095 -0.6 0.2 -0.3
H 1.923 0.557 1.160 0.3 0.1 -0.1
H 3.076 -0.027 -0.058 0.1 0.3 0.2
H 2.326 1.606 -0.234 0.1 0.0 0.0
```
Forces are in eV/Å.

=====

Energy above the lowest of the compared OMol25 structures with the same formula, charge and spin, respectively: 138.5; 30.5; 124.0; 126.1; 78.2; 100.4 kcal per mole.